1) 15
Properties=species:S:1:pos:R:3 method="wB97M-V/def2-TZVPD" homo_ev=-8.98 smiles=C[C@H]1SC[C@H]2O[C@@H]21
C -2.1034 -0.5312 0.1481
C -0.7740 -0.2342 -0.4813
S -0.1871 1.6675 -0.1361
C 1.6436 1.1924 0.2935
C 1.5632 -0.1353 -0.3921
O 1.6060 -1.5194 -0.0690
C 0.4445 -0.7733 0.2536
H -2.3046 -1.6271 0.0268
H -2.9656 0.0183 -0.3319
H -2.1064 -0.2396 1.2293
H -0.7320 -0.3405 -1.5457
H 2.2845 1.8971 -0.2082
H 1.6964 1.2522 1.3867
H 1.5482 0.0033 -1.4914
H 0.3866 -0.6302 1.3177

---

2) 15
Properties=species:S:1:pos:R:3 method="wB97M-V/def2-TZVPD" homo_ev=-8.02 smiles="C=C1SCC[C@@H]1O"
C 2.2486 -0.1963 -0.8729
C 0.9852 -0.2686 -0.4361
S -0.2389 -0.6616 -1.7255
C -1.5658 -0.1750 -0.7137
C -1.0938 -0.4316 0.7077
C 0.2153 0.2697 0.7800
O 0.1645 1.6397 0.6929
H 2.5144 -0.4642 -1.8659
H 2.8888 0.1553 -0.1562
H -2.3247 -0.8784 -0.8648
H -1.9235 0.8597 -1.0412
H -1.8329 -0.2375 1.4208
H -0.7925 -1.5059 0.7121
H 0.7728 0.0185 1.7411
H -0.0172 1.8760 1.6217

---

Energy above the most stable structure, in hartree: 1) 0.0779; 2) 0.0000

---

1) 15
Properties=species:S:1:pos:R:3 method="wB97M-V/def2-TZVPD" homo_ev=-9.57 smiles="CC(C)=CC(=O)S"
C 1.6865 -0.3350 0.7812
C 0.3748 -0.2757 0.0340
C -0.6917 -0.9939 0.7839
C 0.2409 0.2916 -1.1236
C -1.1531 0.7871 -1.6385
O -1.6255 0.3109 -2.6518
S -1.9497 2.1772 -0.7129
H 1.4724 -0.1176 1.8431
H 2.0792 -1.3897 0.8254
H 2.4712 0.3659 0.3516
H -0.8834 -0.4492 1.6931
H -1.6038 -1.0857 0.1508
H -0.4289 -2.0463 1.0730
H 1.0253 0.6990 -1.7343
H -1.0143 2.0615 0.3250

---

2) 15
Properties=species:S:1:pos:R:3 method="wB97M-V/def2-TZVPD" homo_ev=-9.07 smiles=C[C@@]12CSC[C@H]1O2
C -1.9021 -0.3150 -0.4130
C -0.4207 -0.0284 -0.9059
C 0.0970 1.3551 -0.4830
S 0.5688 0.9288 1.3105
C 0.6151 -0.9442 1.0252
C 0.6857 -0.8255 -0.4631
O 0.0086 -1.2107 -1.6698
H -2.0785 -1.3167 -0.0283
H -2.6081 -0.0870 -1.2226
H -2.1271 0.3415 0.4465
H 0.9878 1.5840 -1.0248
H -0.6800 2.1610 -0.4525
H 1.4574 -1.4073 1.4693
H -0.2627 -1.4806 1.4175
H 1.6916 -0.4222 -0.7756

---

3) 15
Properties=species:S:1:pos:R:3 method="wB97M-V/def2-TZVPD" homo_ev=-8.58 smiles="C=C(C)S.C=C=O"
C 2.0708 -0.2289 0.7968
C 0.8035 -0.1885 1.1037
C -0.2588 -1.2842 1.2760
S -0.0608 1.4441 1.1664
H 2.6482 -1.1128 1.0069
H 2.6109 0.5572 0.3513
H -1.2267 -1.0421 0.8568
H -0.3853 -1.5954 2.3183
H 0.0513 -2.1606 0.6062
H 1.0537 2.0804 0.6661
C -1.7323 1.1022 -2.2247
C -1.0663 0.0681 -1.8751
O -0.4143 -0.8643 -1.5898
H -1.3492 2.0577 -1.8390
H -2.7446 1.1668 -2.6199

---

Energy above the most stable structure, in hartree: 1) 0.0000; 2) 0.0997; 3) 0.0485